This record from OMol25 describes 7 unconnected molecules or ions with the total composition C28H77N7O7. The level of theory is ωB97M-V/def2-TZVPD.

The total energy comes out at -55039.619 eV. The calculation puts the LUMO energy at 0.017 Eh. As for the gap between HOMO and LUMO: 9.40 eV. The strongest force on any atom is 0.0783 Eh/bohr. Its SMILES is COC[C@H](C)N.COC[C@H](C)N.COC[C@H](C)N.COC[C@H](C)N.COC[C@H](C)N.COC[C@H](C)N.COC[C@H](C)N.

Structure (XYZ):
```
119
Properties=species:S:1:pos:R:3:forces:R:3:mulliken_charge:R:1
C -3.402 -0.455 4.197 0.009 0.002 -0.520 -0.713
O -2.411 -1.338 4.627 1.063 -0.183 -0.224 -0.367
C -1.201 -0.711 5.104 -0.123 -1.830 -0.105 0.396
C -0.037 -1.773 5.255 -1.296 -1.524 2.060 0.622
C -0.582 -2.995 6.110 0.389 1.607 0.849 -1.599
N 1.027 -1.022 5.924 -1.286 -0.595 0.062 -0.539
H -3.037 0.159 3.374 0.135 0.392 -0.066 0.185
H -3.782 0.185 4.993 -0.046 0.101 0.177 0.304
H -4.215 -1.043 3.770 -0.076 -0.088 0.275 0.279
H -0.859 0.115 4.481 -0.218 0.106 -0.199 -0.558
H -1.448 -0.345 6.100 0.460 0.179 0.202 0.518
H 0.287 -2.391 4.417 0.049 1.118 -1.256 -0.002
H 0.136 -3.768 6.385 0.428 -0.052 -0.808 0.436
H -1.470 -3.441 5.663 0.053 0.171 0.171 0.300
H -0.754 -2.561 7.095 -0.851 -0.023 0.194 0.397
H 1.707 -1.562 6.440 -0.179 -0.497 -0.032 0.255
H 1.529 -0.572 5.172 0.387 0.246 0.368 0.489
C 0.296 0.717 2.156 0.966 0.977 -0.995 -0.597
O 0.369 0.674 0.719 -0.159 -0.800 0.946 0.449
C -0.764 0.062 0.069 1.104 1.163 -0.990 -1.180
C -0.326 -0.149 -1.451 -0.798 -0.276 1.400 2.056
C -1.556 -0.404 -2.330 0.917 0.417 0.812 -2.107
N 0.665 -1.204 -1.707 -0.520 -0.244 0.734 -0.649
H -0.392 1.486 2.507 -1.020 -0.606 0.025 0.261
H 1.201 1.203 2.521 0.264 -0.171 -0.642 -0.610
H 0.279 -0.262 2.635 -0.617 -0.052 -0.106 0.408
H -1.143 -0.804 0.612 0.317 -0.424 -0.178 0.271
H -1.552 0.814 0.116 -0.440 0.044 -0.291 0.469
H 0.131 0.790 -1.762 -0.093 0.221 0.166 -0.734
H -2.177 -1.222 -1.963 0.104 -0.122 -0.013 0.380
H -1.090 -0.669 -3.279 -0.777 0.269 -0.423 0.537
H -2.147 0.511 -2.277 -0.178 -0.079 -0.747 0.505
H 1.079 -1.451 -0.820 0.841 0.487 0.382 0.424
H 0.120 -2.053 -1.745 -0.219 -0.363 -0.687 -0.101
C -0.204 3.256 4.837 1.506 0.613 -1.570 -0.964
O 1.178 2.734 4.505 -2.484 -0.504 1.536 -0.136
C 1.953 2.338 5.705 -1.059 0.876 -1.659 -0.829
C 3.075 1.471 5.207 3.404 0.425 2.112 0.304
C 4.226 2.333 4.568 -1.038 -0.214 -1.468 -1.307
N 2.677 0.316 4.445 0.212 1.739 -2.231 -0.110
H -0.810 3.355 3.936 0.579 -0.427 -0.733 0.263
H -0.061 4.312 5.066 -0.132 -0.130 0.961 0.386
H -0.911 2.702 5.455 0.984 -0.322 0.810 0.354
H 2.327 3.289 6.084 0.329 -0.191 0.430 0.426
H 1.361 1.835 6.470 -0.307 -0.094 -0.299 0.449
H 3.542 1.071 6.107 -0.069 -0.025 0.473 0.385
H 4.718 3.110 5.152 -0.377 -0.214 0.422 0.434
H 3.765 2.813 3.705 -0.152 0.556 -0.067 0.140
H 5.005 1.767 4.057 0.118 -0.573 0.524 0.348
H 2.286 0.814 3.657 -0.790 -0.469 -0.519 -0.635
H 3.453 -0.114 3.963 0.691 -0.231 0.497 0.340
C 0.639 -7.295 -2.149 0.528 -1.134 -0.912 -0.760
O -0.101 -6.590 -1.246 -1.528 1.297 -0.177 -0.305
C 0.603 -5.456 -0.823 -1.458 0.621 1.399 -0.873
C -0.442 -4.567 -0.084 0.739 -0.509 2.207 0.449
C -1.583 -4.069 -0.847 -1.645 -0.785 -2.492 -1.161
N 0.143 -3.410 0.499 1.828 2.259 0.802 -0.370
H 1.036 -6.655 -2.937 0.660 0.192 0.161 0.323
H 0.044 -7.999 -2.731 -0.341 -0.264 0.541 0.255
H 1.374 -7.818 -1.538 0.752 -0.329 -0.749 0.292
H 1.369 -5.832 -0.144 0.340 0.465 0.381 0.430
H 1.092 -4.861 -1.595 -0.105 -0.153 -0.514 0.397
H -0.850 -5.074 0.790 -0.114 -1.339 -0.388 0.334
H -2.507 -3.794 -0.337 0.331 -0.065 0.717 0.342
H -1.867 -4.918 -1.469 -0.406 0.122 -0.422 0.473
H -1.376 -3.225 -1.505 0.338 -0.153 -0.050 -0.045
H -0.537 -2.923 1.065 -0.390 0.145 -0.216 0.068
H 0.884 -3.548 1.172 0.383 -0.627 -0.112 0.196
C -6.081 -3.607 -6.955 1.338 -0.217 0.398 -0.720
O -4.671 -3.725 -7.169 -0.054 -0.417 -0.702 -0.308
C -3.970 -2.675 -7.790 1.384 -0.100 1.313 -0.769
C -2.532 -2.536 -7.116 -0.770 0.402 -0.431 0.396
C -2.632 -2.295 -5.610 -0.207 0.014 -0.067 -1.068
N -1.957 -1.421 -7.834 0.517 1.072 -0.532 -0.752
H -6.198 -2.886 -6.147 -0.562 0.169 -0.022 0.325
H -6.335 -4.606 -6.600 -0.434 0.186 -0.020 0.237
H -6.667 -3.346 -7.836 0.122 0.069 -0.107 0.289
H -3.786 -2.778 -8.859 -0.343 -0.349 -0.111 0.361
H -4.476 -1.724 -7.619 -0.135 0.273 0.011 0.350
H -1.873 -3.382 -7.310 -0.482 -0.348 -0.172 0.425
H -1.866 -2.828 -5.046 -0.166 -0.172 0.055 0.286
H -3.635 -2.569 -5.285 0.154 -0.188 0.377 0.261
H -2.479 -1.238 -5.392 -0.120 0.102 -0.014 0.212
H -0.954 -1.309 -7.788 0.218 -0.649 0.069 0.250
H -2.271 -0.547 -7.437 -0.453 0.151 -0.025 0.225
C 2.930 1.065 -3.035 -1.807 -2.262 -0.502 -0.470
O 3.497 2.291 -2.961 2.118 1.023 0.374 -0.481
C 3.325 2.942 -1.751 0.294 1.400 1.760 -0.054
C 4.162 2.559 -0.476 -0.274 -1.024 1.399 0.388
C 3.601 1.326 0.319 0.144 0.282 -1.195 -0.951
N 4.085 3.694 0.516 -0.428 -0.054 -1.607 -0.758
H 3.286 0.466 -3.874 0.114 0.589 -0.460 0.406
H 1.858 1.225 -3.143 -0.434 -0.423 -0.191 0.189
H 3.026 0.334 -2.232 0.350 0.537 0.681 0.120
H 3.570 3.994 -1.896 0.212 0.063 -0.345 0.412
H 2.281 2.986 -1.439 -0.519 -0.435 -0.030 -0.186
H 5.198 2.402 -0.774 0.054 -0.054 -0.011 0.305
H 3.602 0.416 -0.281 0.035 -0.142 0.155 0.396
H 2.565 1.537 0.585 -0.086 -0.019 -0.096 -0.048
H 4.143 1.145 1.247 0.292 0.067 -0.060 0.365
H 4.162 3.378 1.472 0.634 -0.540 0.058 0.333
H 3.089 3.858 0.480 -0.439 1.022 0.009 0.204
C -1.908 4.315 -2.867 -0.827 1.083 -1.244 -0.571
O -2.039 4.310 -1.489 2.376 -0.146 1.520 -0.454
C -0.750 4.048 -0.846 0.397 -0.044 1.418 -0.099
C -0.013 5.170 0.007 -1.606 1.831 -2.444 0.083
C 0.527 6.348 -0.955 -0.118 -0.847 0.512 -1.340
N 1.131 4.736 0.770 0.315 -0.295 -0.597 -0.240
H -2.927 4.428 -3.237 -0.028 -0.337 -0.256 0.315
H -1.419 3.462 -3.337 -0.042 -0.416 0.361 0.201
H -1.396 5.205 -3.235 0.359 0.194 0.062 0.247
H -0.942 3.222 -0.161 -0.078 -0.111 0.210 -0.078
H 0.021 3.664 -1.514 -0.253 0.048 -0.616 0.212
H -0.720 5.643 0.689 -0.583 -0.089 -0.139 0.387
H 0.855 7.211 -0.375 0.322 -0.191 0.298 0.414
H -0.119 6.813 -1.700 -0.738 -0.557 0.178 0.347
H 1.366 5.947 -1.524 0.217 0.007 0.172 0.204
H 1.343 5.541 1.342 0.501 -0.353 0.417 0.227
H 1.012 3.900 1.325 -0.397 0.064 0.256 -0.105
```
Forces are in eV/Å.